Record 1
{"formula": "C30H26I2N2O2PRh", "method": "ωB97M-V with the def2-TZVPD basis set", "symbols": ["I", "I", "Rh", "P", "O", "O", "N", "N", "C", "C", "C", "C", "C", "C", "C", "C", "C", "C", "C", "C", "C", "C", "C", "C", "C", "C", "C", "C", "C", "C", "C", "C", "C", "C", "C", "C", "C", "C", "H", "H", "H", "H", "H", "H", "H", "H", "H", "H", "H", "H", "H", "H", "H", "H", "H", "H", "H", "H", "H", "H", "H", "H", "H", "H"], "coordinates": [[6.633530, 2.668290, 0.384598], [1.546081, 3.494632, 3.462528], [0.331195, -1.059660, 1.065777], [-1.042986, -0.153118, -0.622339], [0.906837, 0.829804, 1.959956], [0.377586, -3.557325, 2.872899], [2.251869, -0.663821, 0.111760], [-1.635492, -0.446034, 2.216215], [0.481877, 2.026090, -1.334754], [-1.397435, 2.586075, 0.057905], [2.839332, 0.449151, 0.638915], [0.982534, -2.480888, 2.415880], [-0.983265, 3.910618, 0.066970], [4.249900, -1.148123, -1.079221], [-5.203596, -0.775114, 1.223901], [1.856305, -1.926833, 3.498712], [-1.405746, -2.130544, -4.155292], [-1.745581, -1.138448, -5.063894], [0.902756, 3.344552, -1.307104], [-4.060320, -0.745655, 2.007152], [-1.300454, -0.483131, -2.398620], [3.925977, 2.808129, 1.681188], [-2.826879, -0.469299, 1.434084], [4.868079, -0.023248, -0.588476], [-0.382841, -4.317117, 1.936294], [2.069023, 1.215084, 1.584819], [-1.870322, 0.177915, -4.641557], [-1.181147, -1.803098, -2.826666], [4.166571, 0.830488, 0.283199], [-5.118952, -0.531378, -0.137632], [0.169783, 4.289206, -0.602426], [-2.730161, -0.258910, 0.051627], [-3.885145, -0.295149, -0.724138], [2.659599, 2.395271, 2.070130], [-1.648415, 0.508659, -3.313034], [-0.671781, 1.636843, -0.651910], [4.672411, 2.029013, 0.825953], [2.938930, -1.429686, -0.715419], [-1.199710, 0.477487, 2.245469], [-4.123154, -0.931711, 3.073758], [-2.144243, 0.947988, -5.351719], [1.806025, 3.633829, -1.830358], [5.887712, 0.202322, -0.866992], [2.407787, -2.289148, -1.102242], [-0.662294, -5.241687, 2.436712], [1.044866, 1.282301, -1.889305], [-1.744032, 1.536329, -2.985687], [2.714756, -1.411170, 3.071463], [4.330294, 3.736169, 2.060872], [0.219684, -4.542296, 1.057211], [0.501891, 5.318807, -0.565955], [-3.813487, -0.142486, -1.792333], [-2.292066, 2.300158, 0.600446], [-1.908362, -1.388604, -6.104467], [-1.788553, -0.764217, 3.163111], [-1.559413, 4.650105, 0.608228], [-1.313474, -3.156821, -4.487508], [1.292640, -1.193260, 4.081929], [4.777786, -1.807790, -1.753722], [-1.280903, -3.780384, 1.630914], [-6.016065, -0.529508, -0.743106], [-6.160412, -0.982865, 1.684548], [2.190666, -2.718935, 4.178445], [-0.907596, -2.567855, -2.107695]], "atomic_forces_ev_per_a": [[-0.237, -0.050, 0.015], [0.174, -0.061, -0.221], [-0.336, -1.240, -0.684], [0.431, 0.513, -0.046], [0.350, 0.485, 0.260], [0.314, 0.034, -0.135], [-0.295, -0.475, 0.660], [0.820, -0.321, -0.406], [-0.047, 0.019, 0.076], [0.008, -0.035, -0.106], [0.338, 0.043, -0.162], [-0.237, 1.377, 0.115], [0.052, 0.078, 0.087], [0.652, 0.428, -0.100], [0.010, 0.018, -0.026], [0.349, -0.689, 0.171], [-0.015, -0.036, -0.049], [-0.001, -0.005, -0.012], [0.065, -0.067, -0.051], [0.137, 0.070, 0.139], [0.005, -0.157, 0.098], [0.176, -0.189, -0.143], [-0.348, -0.079, -0.308], [-0.233, -0.477, -0.192], [-0.460, -0.228, -0.211], [-0.549, 0.391, 0.463], [-0.009, 0.025, -0.037], [0.011, 0.049, -0.046], [-0.336, 0.118, 0.145], [-0.157, -0.002, -0.023], [-0.040, 0.084, 0.053], [-0.015, -0.214, 0.187], [0.093, 0.168, 0.195], [-0.348, -0.158, 0.036], [-0.015, -0.074, -0.046], [-0.136, -0.043, -0.086], [0.464, 0.352, -0.003], [-0.821, 0.016, 0.174], [-0.006, 0.024, 0.149], [-0.017, 0.021, -0.002], [0.019, 0.011, 0.012], [-0.007, 0.000, 0.013], [0.003, 0.057, 0.010], [0.058, -0.058, 0.029], [0.028, 0.028, 0.082], [0.065, 0.038, 0.006], [0.001, -0.006, -0.014], [-0.026, 0.082, -0.017], [0.021, -0.026, 0.053], [0.014, 0.121, 0.019], [-0.010, -0.003, -0.026], [-0.007, -0.008, -0.032], [-0.019, 0.001, -0.048], [-0.017, -0.010, 0.007], [-0.004, -0.051, 0.036], [0.018, -0.007, 0.038], [0.017, -0.002, 0.022], [-0.071, 0.061, -0.130], [-0.051, -0.043, 0.001], [0.077, 0.064, 0.014], [0.024, -0.062, -0.019], [-0.006, -0.002, -0.013], [0.060, 0.102, 0.032], [0.020, 0.000, 0.001]], "nbo_charge": [0.11, 0.13, 0.41, 0.91, -0.81, -0.50, -0.39, -0.81, -0.25, -0.22, 0.04, 0.28, -0.20, -0.26, -0.19, -0.74, -0.20, -0.20, -0.14, -0.24, -0.26, -0.22, 0.16, -0.15, -0.25, 0.42, -0.21, -0.23, -0.04, -0.24, -0.23, -0.39, -0.11, -0.28, -0.22, -0.32, -0.22, 0.05, 0.44, 0.21, 0.22, 0.21, 0.23, 0.21, 0.19, 0.22, 0.23, 0.23, 0.24, 0.20, 0.22, 0.22, 0.21, 0.21, 0.40, 0.21, 0.21, 0.25, 0.23, 0.19, 0.22, 0.22, 0.21, 0.22], "homo_ev": [-6.2, -6.7], "orbital_gap_ev": [6.30, 6.82]}

Record 2
{"formula": "C30H26InN9O11P2S", "method": "ωB97M-V with the def2-TZVPD basis set", "symbols": ["In", "S", "P", "P", "O", "O", "O", "O", "O", "O", "O", "O", "O", "O", "O", "N", "N", "N", "N", "N", "N", "N", "N", "N", "C", "C", "C", "C", "C", "C", "C", "C", "C", "C", "C", "C", "C", "C", "C", "C", "C", "C", "C", "C", "C", "C", "C", "C", "C", "C", "C", "C", "C", "C", "H", "H", "H", "H", "H", "H", "H", "H", "H", "H", "H", "H", "H", "H", "H", "H", "H", "H", "H", "H", "H", "H", "H", "H", "H", "H"], "coordinates": [[0.002733, 1.263895, -0.116853], [-1.393954, -1.354451, 0.739532], [1.207519, 3.967758, -1.591946], [0.029566, 2.923309, -4.002869], [2.560942, 4.041342, -1.026999], [0.648976, 5.375969, -2.056075], [-0.869368, -2.009542, -0.437598], [2.720766, -2.730666, -5.463357], [-0.189464, 1.388826, -4.123474], [1.251096, 3.100617, -2.986605], [0.107463, 3.306702, -0.767239], [-2.566631, -0.520819, 0.580056], [0.633938, 3.300246, -5.421453], [0.778495, -3.411618, -6.069595], [-1.100682, 3.795374, -3.648459], [1.506905, 0.488198, -1.614520], [-1.733002, 4.143969, 2.614316], [1.499898, -2.696517, -5.398460], [1.292792, 2.321738, 1.574042], [2.021135, -0.652818, 1.207505], [-1.149360, 0.850490, -1.923777], [-1.485216, 2.396680, 1.318968], [-0.280748, -0.371919, 1.394615], [1.405764, 4.190313, 2.713453], [-2.620657, -2.342403, 2.960211], [3.034136, -1.117514, -3.233813], [0.916973, -0.924984, 1.893214], [-1.760157, -2.615520, 1.907685], [-2.238864, -4.567175, 3.826208], [2.153950, -2.122080, 3.547041], [-2.472417, 0.929449, -2.015246], [2.611102, 2.605112, 1.820787], [3.184690, -1.118544, 1.662780], [-2.825590, 2.650088, 1.448949], [-1.395439, -4.822416, 2.747615], [-2.572970, -0.632432, -3.783960], [-1.150794, -3.855506, 1.786402], [-0.473425, -1.671928, -4.517736], [-0.856904, 3.304261, 2.026233], [-1.198618, -0.747169, -3.738821], [3.308293, -1.870102, 2.814531], [3.614304, -0.378224, -2.223015], [0.879440, -1.760748, -4.467037], [-2.854926, -3.320928, 3.912595], [2.703080, 3.761863, 2.523709], [0.943701, -1.636296, 3.096644], [0.948991, -0.127134, -2.661172], [1.659980, -1.013120, -3.486379], [-2.468871, -5.612583, 4.881321], [-3.230404, 0.292044, -2.980203], [-2.999925, 3.735043, 2.248874], [0.596927, 3.295355, 2.115468], [2.813517, 0.395213, -1.406567], [-0.460044, 0.264327, -2.990420], [0.033978, -1.788444, 3.657936], [-4.301518, 0.413027, -2.995068], [-2.475594, -6.614179, 4.452614], [-3.882184, 4.241874, 2.593852], [3.638687, -1.765021, -3.844927], [-3.563792, 2.021041, 0.983542], [2.200812, -2.683684, 4.471474], [-0.503970, -4.053501, 0.943057], [1.137863, 5.061590, 3.134941], [4.680243, -0.421527, -2.051527], [-0.929391, -5.796038, 2.655138], [1.297685, 2.668939, -5.723662], [4.057889, -0.876944, 1.063623], [-3.103798, -1.376353, 3.019797], [-0.166721, 5.233679, -2.579663], [3.214913, 0.953913, -0.574897], [-1.003494, -2.321468, -5.200071], [-3.132772, -1.294895, -4.434031], [-1.676847, -5.583440, 5.632244], [-1.519923, 4.923653, 3.210107], [4.275569, -2.232287, 3.131752], [-3.535380, -3.120369, 4.731263], [-2.965615, 1.488020, -1.229488], [3.403828, 1.971328, 1.469123], [-3.416397, -5.454304, 5.394795], [3.547286, 4.322349, 2.878986]], "atomic_forces_ev_per_a": [[0.048, 0.300, 0.367], [0.045, 0.261, -0.312], [-0.004, -0.071, -0.058], [-0.216, 0.021, 0.150], [-0.023, -0.045, 0.022], [-0.067, 0.083, -0.094], [-0.056, -0.036, 0.177], [-0.026, 0.026, -0.083], [-0.006, 0.074, -0.220], [0.190, 0.003, -0.044], [0.023, -0.209, 0.138], [0.046, -0.091, 0.007], [0.076, 0.063, -0.044], [-0.007, 0.023, -0.057], [0.091, 0.033, -0.063], [0.011, -0.011, -0.066], [-0.107, -0.070, -0.040], [-0.039, 0.003, 0.274], [0.103, -0.013, -0.026], [0.094, -0.030, 0.048], [-0.087, -0.181, 0.100], [-0.099, 0.043, -0.166], [-0.004, -0.091, -0.309], [0.135, -0.016, -0.057], [0.003, -0.030, 0.032], [0.026, -0.037, -0.043], [-0.221, 0.119, -0.097], [0.034, -0.022, 0.097], [0.025, -0.018, -0.015], [-0.003, -0.007, 0.024], [-0.046, 0.096, 0.076], [-0.043, -0.053, -0.035], [-0.027, 0.018, -0.012], [0.040, -0.065, 0.029], [-0.004, -0.012, -0.005], [-0.165, 0.056, 0.027], [-0.053, -0.010, 0.026], [-0.110, 0.141, 0.091], [0.248, 0.012, 0.005], [0.081, -0.128, -0.203], [0.003, 0.012, -0.027], [-0.048, 0.029, 0.013], [0.232, -0.080, -0.131], [-0.018, 0.040, -0.012], [-0.070, 0.053, 0.057], [0.095, -0.049, 0.013], [-0.029, 0.092, 0.070], [-0.085, -0.005, -0.031], [-0.029, -0.025, 0.016], [0.141, -0.101, -0.083], [0.034, 0.054, 0.075], [-0.272, 0.010, 0.024], [0.082, -0.017, 0.001], [0.040, -0.199, 0.319], [-0.015, 0.000, 0.001], [-0.015, -0.012, -0.004], [0.005, 0.001, -0.015], [-0.012, 0.005, -0.012], [-0.002, 0.004, 0.017], [0.003, 0.000, -0.008], [0.005, -0.001, 0.004], [0.018, 0.022, -0.011], [-0.003, 0.000, 0.014], [0.007, 0.000, 0.002], [0.008, -0.002, 0.003], [-0.030, 0.008, -0.005], [0.008, -0.005, 0.003], [0.005, 0.021, -0.004], [0.005, -0.023, 0.049], [-0.015, 0.020, -0.001], [-0.015, 0.005, -0.007], [-0.009, -0.004, 0.002], [0.011, 0.008, 0.004], [-0.001, 0.001, 0.012], [0.003, -0.008, 0.016], [0.002, 0.012, 0.009], [0.035, 0.003, -0.011], [0.009, -0.006, -0.007], [-0.002, 0.004, 0.002], [0.013, 0.005, 0.003]], "mulliken_charge": [2.59, 1.70, 0.06, 0.89, -0.78, -0.59, -0.71, -0.68, -0.05, -0.20, 0.12, -0.69, -0.64, -0.68, -0.86, 0.30, -0.08, 1.06, 0.41, 0.47, 0.46, 0.47, 0.24, -0.07, -0.30, -0.85, -0.05, -0.99, 1.06, -0.54, 0.18, -0.40, -0.13, -0.59, -0.92, -0.62, -0.17, -0.69, 0.21, -0.16, -1.18, -1.18, -1.45, -0.88, -1.02, -0.82, -0.82, 1.34, -1.45, -1.61, -1.05, 0.08, -0.44, 1.98, 0.57, 0.46, 0.38, 0.43, 0.62, 0.47, 0.45, 0.53, 0.17, 0.52, 0.38, 0.31, 0.41, 0.47, 0.39, 0.45, 0.62, 0.51, 0.27, 0.16, 0.42, 0.35, 0.22, 0.32, 0.37, 0.42], "homo_ev": -7.5, "orbital_gap_ev": 7.19}